Record 1
The following is a quantum chemistry calculation of a structure of composition C3H10N4 in a non-equilibrium geometry, from OMol25.

Results
energy = -339.08509 Ha
multiplicity = 1
net charge = 0
Kohn-Sham gap = 9.6 eV
energy relative to the best compared isomer or geometry (same formula, charge and spin) = 637.6 kJ/mol

Geometry as XYZ:
```
17
Properties=species:S:1:pos:R:3:forces:R:3:lowdin_charge:R:1
C 2.1979 1.2876 1.0669 0.0 -1.7 0.5 -0.1435
C -0.7561 -0.4553 0.5917 1.9 1.9 -1.0 -0.5708
C -1.6083 -0.7414 -1.7362 -2.1 -1.3 -4.3 -0.1753
H 1.1305 1.5784 1.5338 2.8 0.2 -1.0 0.0633
H 3.0482 0.9854 2.1588 -2.7 1.2 -3.8 0.1489
H 2.7485 2.0821 0.1509 -1.8 -2.4 3.1 0.1142
H 2.3298 -0.5424 -0.2558 0.2 0.7 0.6 0.0870
H 0.3650 0.5384 -0.6008 -0.7 0.6 -1.6 0.0934
H -1.6033 -0.7037 2.2276 2.2 1.5 -0.3 0.0949
H -2.7180 -0.5775 -0.1025 -0.2 0.1 1.0 0.1103
H -2.3635 -0.2178 -2.7750 1.2 -1.2 3.9 0.1553
H -0.7638 -0.2012 -2.1235 1.0 -1.1 -0.2 0.0177
H -1.7776 -1.9751 -2.0181 1.1 3.5 1.0 0.1319
N 1.7563 -0.1189 0.4734 0.4 0.2 1.6 -0.1563
N 0.4312 -0.2853 -0.0592 3.1 1.3 -2.4 -0.0627
N -0.6367 -0.3131 1.8285 -4.8 -2.7 3.3 0.1185
N -1.7801 -0.3402 -0.3604 -1.5 -0.9 -0.4 -0.0266
```
Positions in Å, forces in eV/Å.



Record 2
The following is a quantum chemistry calculation of the ion C3H10N4 with charge +2 in a non-equilibrium geometry, from OMol25.

Results
energy = -338.54531 Ha
multiplicity = 1
net charge = +2
Kohn-Sham gap (alpha / beta) = 8.1 / 8.4 eV
energy relative to the best compared isomer or geometry (same formula, charge and spin) = 445.6 kJ/mol

Geometry as XYZ:
```
17
Properties=species:S:1:pos:R:3:forces:R:3:lowdin_charge:R:1
C 0.7433 -0.1048 -1.2454 -1.1 -1.3 0.3 -0.2908
C 1.3092 0.6632 -0.2253 2.7 0.7 -0.2 0.2292
C -1.3984 0.0695 0.0030 -0.6 1.4 -0.2 -0.1193
N -0.5077 -0.5931 -0.8876 0.1 -0.6 -0.5 0.0749
N -1.1442 -0.3611 1.4163 1.6 1.9 2.1 0.0915
N 1.3778 -0.5269 -2.3320 -1.8 -0.7 1.3 0.2842
N -0.7434 0.5547 2.3682 0.1 -2.2 -1.1 0.2198
H 2.3787 0.6810 -0.0761 0.4 0.0 -0.8 0.1178
H 0.9161 1.1501 0.6151 -1.4 0.4 0.5 0.0592
H -1.0562 1.1203 -0.1215 -1.4 -0.3 0.7 0.1469
H -2.5162 -0.1208 -0.2323 2.0 0.4 0.2 0.1970
H -0.8096 -1.5220 -1.0808 0.2 -0.8 -1.1 0.1629
H -0.5880 -1.2283 1.5074 -0.6 0.3 0.2 0.1887
H 2.2683 -0.1897 -2.6085 1.0 0.4 0.0 0.1505
H 1.0316 -1.3570 -2.8117 0.0 0.4 -0.3 0.1691
H -0.2245 0.2706 3.1887 0.0 -1.1 0.0 0.1630
H -1.0367 1.4943 2.5225 -1.2 0.9 -1.0 0.1556
```
Positions in Å, forces in eV/Å.



Record 3
The following is a quantum chemistry calculation of a cluster of 2 separate species, C3H10N4O2 in total in a non-equilibrium geometry, from OMol25.

Results
energy = -489.78182 Ha
multiplicity = 1
net charge = 0
Kohn-Sham gap = 9.2 eV
energy relative to the best compared isomer or geometry (same formula, charge and spin) = 197.3 kJ/mol

Geometry as XYZ:
```
19
Properties=species:S:1:pos:R:3:forces:R:3:lowdin_charge:R:1
C -2.0984 -1.3364 0.1900 0.8 -0.6 -0.3 -0.0296
C -1.0834 -0.2360 0.3232 -1.9 3.2 -2.2 -0.4726
N -0.9904 0.3625 1.5418 0.6 0.0 -0.1 0.1439
N -0.8709 0.4276 -0.8127 -0.5 -1.3 1.0 -0.0002
O -0.3590 1.7658 -0.6528 -0.1 -0.5 0.6 -0.1187
H -2.2223 -1.5943 -0.8581 0.1 0.0 0.0 0.0761
H -3.0660 -0.9784 0.5416 0.1 0.1 0.2 0.0847
H -1.7973 -2.2266 0.7390 -0.1 -0.1 0.1 0.0782
H -0.2188 1.0139 1.6128 -0.3 -0.1 0.3 0.0792
H -1.2310 -0.1897 2.3469 0.4 0.0 0.0 0.1042
H -0.6219 2.1942 -1.4748 -0.1 -0.3 0.0 0.0831
N 1.9034 -0.4838 -1.4672 -0.1 0.5 -0.2 0.1409
C 1.7108 -0.2518 -0.1259 1.2 -2.0 2.7 -0.6684
N 2.0738 1.0011 0.3126 -0.1 -0.5 -0.8 0.1457
O 1.4697 -1.1800 0.6939 0.4 1.8 -1.7 -0.0326
H 1.7520 -1.4405 -1.7411 -0.3 0.0 0.2 0.1017
H 1.4560 0.1913 -2.0730 0.1 -0.1 -0.1 0.0852
H 2.1642 1.7233 -0.3866 0.0 0.0 0.5 0.0960
H 2.0297 1.2378 1.2902 -0.1 -0.2 -0.3 0.1030
```
Positions in Å, forces in eV/Å.